DFT (ωB97M-V/def2-TZVPD) results for C14H8F3IrNO6S as an isolated structure.

**Multiplicity**: 5
**Net charge**: -1
**ΔE to the lowest compared entry with this formula, charge and spin**: 10.4 kJ/mol
**Energy**: -50251.855 eV
**Gap between HOMO and LUMO (spin up / spin down)**: 6.568 / 7.582 eV
**<S²>**: 6.0134

Last column: Löwdin charge in e.
Positions of all 34 atoms, in Å:
1 Ir -0.989 -0.368 1.094  1.064
2 C 2.103 1.006 0.815  -0.025
3 C 1.503 0.818 -0.545  -0.301
4 C 2.292 1.037 -1.705  -0.016
5 C 1.735 0.863 -2.931  -0.010
6 C 0.377 0.483 -3.047  -0.162
7 C -0.258 0.319 -4.301  -0.056
8 C -1.576 -0.033 -4.339  -0.092
9 C -2.301 -0.234 -3.149  -0.123
10 C -1.725 -0.095 -1.907  -0.605
11 S -2.679 -0.336 -0.450  0.544
12 C -0.344 0.274 -1.858  -0.227
13 N 0.253 0.439 -0.635  0.019
14 H 2.866 1.785 0.787  0.079
15 H 2.573 0.078 1.146  0.086
16 H 1.339 1.267 1.547  0.062
17 H 3.325 1.336 -1.589  0.109
18 H 2.317 1.018 -3.833  0.114
19 H 0.314 0.475 -5.207  0.103
20 H -2.078 -0.163 -5.290  0.098
21 H -3.346 -0.512 -3.203  0.095
22 O 1.970 -3.156 2.836  0.115
23 C 1.259 -2.393 2.261  -0.506
24 O 0.651 -1.340 2.405  -0.076
25 C 1.008 -3.010 0.241  -0.525
26 O 1.957 -3.656 -0.067  0.112
27 O -0.056 -2.541 -0.075  0.002
28 F -3.059 0.923 5.514  0.139
29 C -1.874 1.224 4.965  -0.548
30 F -1.805 2.562 4.882  0.133
31 F -0.919 0.833 5.832  0.138
32 C -1.675 0.524 3.599  -0.621
33 O -1.017 1.179 2.739  -0.123
34 O -2.141 -0.606 3.470  0.006

DFT (ωB97M-V/def2-TZVPD) results for C43H56N5O4SW as an isolated structure at a distorted geometry.

**Net charge**: +3
**Energy**: -73772.092 eV
**Gap between HOMO and LUMO (spin up / spin down)**: 6.287 / 6.286 eV

Last column: Löwdin charge in e.
Positions of all 110 atoms, in Å:
1 W -1.279 -0.396 0.569  1.635
2 C -2.245 -1.395 2.415  -0.121
3 C -1.034 -2.152 2.683  -0.078
4 C 0.025 -1.185 2.801  -0.089
5 C -0.584 0.128 2.709  -0.082
6 C -2.009 0.001 2.603  -0.361
7 C -3.085 1.021 2.875  -0.554
8 C -3.616 0.771 4.292  -0.002
9 C -4.195 0.820 1.826  -0.020
10 C -2.520 2.440 2.764  -0.019
11 C 1.525 -1.295 3.042  -0.509
12 C 2.193 -2.098 1.920  -0.023
13 C 2.176 0.099 3.051  -0.041
14 C 1.825 -1.919 4.410  -0.013
15 C -1.181 -3.606 3.099  -0.507
16 C -2.477 -4.232 2.557  -0.032
17 C -1.325 -3.548 4.637  0.008
18 C -0.037 -4.544 2.717  -0.025
19 H -3.233 -1.835 2.490  0.130
20 H -0.084 1.038 3.021  0.132
21 H -4.010 -0.238 4.386  0.091
22 H -4.408 1.474 4.533  0.106
23 H -2.816 0.890 5.019  0.102
24 H -4.809 -0.046 2.061  0.093
25 H -3.761 0.688 0.815  0.058
26 H -4.851 1.687 1.806  0.105
27 H -1.761 2.625 3.518  0.096
28 H -3.312 3.168 2.914  0.106
29 H -2.084 2.612 1.777  0.063
30 H 1.933 -1.663 0.957  0.043
31 H 1.893 -3.136 1.932  0.061
32 H 3.271 -2.060 2.041  0.096
33 H 1.999 0.630 2.117  0.067
34 H 3.249 -0.015 3.171  0.098
35 H 1.830 0.696 3.890  0.098
36 H 1.578 -2.972 4.450  0.065
37 H 1.288 -1.400 5.199  0.104
38 H 2.890 -1.825 4.606  0.104
39 H -3.368 -3.797 3.000  0.090
40 H -2.491 -5.284 2.824  0.104
41 H -2.546 -4.164 1.474  0.059
42 H -2.162 -2.915 4.927  0.099
43 H -0.427 -3.174 5.114  0.075
44 H -1.516 -4.555 4.998  0.111
45 H 0.099 -4.574 1.638  0.082
46 H -0.276 -5.547 3.059  0.103
47 H 0.893 -4.265 3.193  0.060
48 C 2.137 2.016 -5.539  -0.098
49 C 0.761 1.488 -5.883  -0.261
50 S -0.394 1.687 -4.498  0.722
51 O -0.306 0.574 -3.562  -0.326
52 O -0.273 2.976 -3.869  -0.286
53 C -2.089 1.584 -5.230  -0.151
54 C -3.107 2.170 -4.258  -0.098
55 N -2.731 1.880 -2.884  0.055
56 C -2.652 0.666 -2.316  -0.292
57 N -2.037 0.734 -1.124  -0.038
58 C -1.682 2.056 -0.955  -0.060
59 C -2.106 2.766 -2.037  -0.126
60 N -1.908 4.191 -2.221  -0.337
61 O -2.553 4.750 -3.061  0.152
62 O -1.114 4.675 -1.462  0.123
63 C -3.193 -0.575 -2.911  0.042
64 H 2.828 1.763 -6.342  0.097
65 H 2.499 1.576 -4.612  0.074
66 H 2.118 3.098 -5.430  0.086
67 H 0.769 0.424 -6.102  0.111
68 H 0.320 2.044 -6.705  0.109
69 H -2.265 0.535 -5.437  0.104
70 H -2.090 2.146 -6.157  0.117
71 H -4.108 1.780 -4.459  0.150
72 H -3.141 3.258 -4.357  0.126
73 H -1.128 2.427 -0.099  0.118
74 H -3.952 -0.349 -3.656  0.103
75 H -3.631 -1.204 -2.138  0.069
76 H -2.382 -1.128 -3.389  0.105
77 N -1.268 -4.173 -1.558  0.126
78 C -2.604 -4.106 -1.320  -0.034
79 C -2.808 -2.949 -0.627  -0.157
80 N -1.600 -2.316 -0.447  -0.093
81 C -0.691 -3.094 -1.023  -0.125
82 H -0.799 -4.917 -2.058  0.188
83 H -3.292 -4.862 -1.634  0.142
84 H -3.729 -2.558 -0.233  0.127
85 H 0.365 -2.891 -1.032  0.140
86 C 0.577 0.092 -0.184  -0.087
87 C 1.634 0.617 -0.542  -0.054
88 C 2.883 1.177 -0.776  -0.071
89 C 3.023 2.485 -1.320  -0.149
90 C 4.281 2.993 -1.719  0.017
91 C 4.401 4.304 -2.119  -0.019
92 C 3.282 5.131 -2.164  0.014
93 C 2.024 4.629 -1.841  -0.025
94 C 1.892 3.326 -1.429  0.015
95 C 4.030 0.400 -0.355  -0.186
96 C 5.087 0.985 0.360  -0.014
97 C 6.189 0.228 0.704  -0.029
98 C 6.277 -1.103 0.313  -0.017
99 C 5.232 -1.692 -0.391  -0.044
100 C 4.107 -0.958 -0.702  -0.021
101 H 5.142 2.343 -1.733  0.126
102 H 5.367 4.688 -2.400  0.126
103 H 3.389 6.163 -2.456  0.129
104 H 1.151 5.260 -1.883  0.106
105 H 0.924 2.937 -1.153  0.090
106 H 5.007 2.012 0.685  0.132
107 H 6.991 0.679 1.268  0.124
108 H 7.157 -1.678 0.560  0.126
109 H 5.313 -2.718 -0.716  0.120
110 H 3.311 -1.395 -1.288  0.119

Question: Which value of energy does entry 1 give?
Answer: -50251.855 eV

Question: Among the records above, which one has the highest net charge?
Answer: C43H56N5O4SW

Question: net charge of number 2 (C43H56N5O4SW)?
Answer: +3

Question: Which value of net charge does entry 2 give?
Answer: +3